Entry from the OMol25 dataset: 2 unconnected molecules or ions with the total composition C3H8O2 (the ωB97M-V functional and the def2-TZVPD basis).

## Properties
Strongest force on any atom ... 0.54 eV/A
HOMO ... -10.0 eV

Geometry as XYZ:
```
13
Properties=species:S:1:pos:R:3:forces:R:3:mulliken_charge:R:1
C 0.4838 -1.8457 0.6423 -0.38 0.39 0.04 -1.067
C 0.1523 -0.3556 0.6772 -0.08 0.02 0.20 -0.075
C 1.1164 0.4845 -0.1074 0.08 0.00 0.14 -0.010
O 2.2486 0.1448 -0.3293 0.02 0.04 -0.19 -0.474
H -0.3003 -2.3926 1.1625 0.11 -0.13 0.11 0.363
H 1.4445 -2.0206 1.1163 0.04 -0.16 -0.06 0.276
H 0.5095 -2.2012 -0.3857 0.14 -0.06 -0.03 0.291
H -0.8777 -0.1294 0.3947 0.01 -0.06 -0.25 0.140
H 0.2148 0.0312 1.7029 0.06 -0.04 0.04 0.231
H 0.7551 1.4784 -0.4412 0.00 0.00 0.01 0.338
O -3.1619 1.4826 -0.7682 0.02 0.06 0.10 -0.641
H -3.4303 0.5612 -0.7761 -0.07 -0.10 -0.02 0.315
H -2.3575 1.5100 -1.2914 0.06 0.03 -0.10 0.313
```
Forces are in eV/Å.

***

Entry from the OMol25 dataset: a molecular structure, C40H73F3InO6 at a distorted geometry (the ωB97M-V functional and the def2-TZVPD basis).

## Properties
Strongest force on any atom ... 1.39 eV/A
HOMO ... -4.7 eV
Charge ... -1

Geometry as XYZ:
```
123
Properties=species:S:1:pos:R:3:forces:R:3:mulliken_charge:R:1
C -8.1959 -4.8542 3.0570 -0.01 0.56 0.17 -1.170
C -7.3767 -3.9482 3.9978 -0.22 -0.69 0.05 -0.198
C -5.9170 -4.4176 4.2065 -0.15 0.42 -0.38 -1.015
C -4.8771 -3.5717 3.4478 -0.40 -0.07 0.07 -0.382
C -4.9493 -2.0636 3.7911 -0.09 -0.41 0.33 -0.760
C -3.6013 -1.4646 4.2058 0.00 -0.37 0.02 -1.195
C -2.5532 -1.4525 3.0684 -0.50 0.87 -0.09 0.326
C -2.2213 -0.0241 2.5559 -0.26 -0.34 0.97 -1.261
C -0.9223 0.5449 3.1512 0.17 -0.02 -1.37 -0.752
C 0.3189 0.1348 2.3124 -0.73 0.37 0.84 0.178
C 1.5745 0.9195 2.7469 -0.09 -0.68 -0.39 -1.246
C 2.4993 1.3020 1.5672 -0.01 0.51 0.27 -0.559
C 2.4256 2.8020 1.1548 0.09 -0.48 -0.23 -1.233
In 2.3894 3.1328 -1.0753 0.05 0.42 0.57 1.313
C 4.5091 3.2917 -1.8632 -0.63 0.22 0.70 -1.619
O 4.6467 4.1078 -3.0672 0.08 -0.70 -0.15 -0.097
C 5.3375 3.5077 -4.0655 0.52 -0.26 -0.56 0.518
C 6.6042 2.9338 -3.8181 -0.32 0.33 0.21 -0.421
C 7.3610 2.3149 -4.7956 -0.12 -0.03 -0.44 0.810
C 8.7175 1.7047 -4.4854 -0.61 0.22 -0.36 -1.454
C 6.8251 2.2369 -6.0955 0.14 0.23 0.91 -0.980
C 5.5893 2.8122 -6.3452 0.14 0.02 0.05 -0.924
C 4.8189 3.4671 -5.3663 0.16 -0.40 -0.38 0.350
C 3.5046 4.0811 -5.8237 -0.05 -0.08 0.09 0.572
C 2.3675 4.0446 -4.7853 0.24 0.94 0.11 -0.926
C 3.7941 5.4959 -6.3790 0.05 -0.45 -0.38 -1.621
C 1.4264 1.2350 -1.9285 0.29 0.81 0.48 0.133
F 2.2757 0.1666 -1.9102 0.25 -0.40 -0.25 -0.268
F 0.3429 0.7919 -1.2182 -0.45 -0.15 0.31 -0.299
F 0.9578 1.3136 -3.2018 -0.01 -0.15 -0.54 -0.258
H -9.2532 -4.6416 3.2085 -0.02 -0.14 -0.15 0.253
H -7.9846 -4.6576 2.0028 0.17 -0.13 0.06 0.318
H -8.0333 -5.9137 3.2656 0.01 0.04 -0.02 0.320
H -7.8852 -3.9664 4.9688 0.03 0.11 -0.05 0.251
H -7.4543 -2.9231 3.6299 0.21 0.02 0.10 0.294
H -5.8557 -5.4487 3.8443 0.12 -0.02 0.18 0.415
H -5.6941 -4.4286 5.2775 0.12 0.04 -0.05 0.362
H -5.0649 -3.7247 2.3811 0.24 0.03 0.00 0.247
H -3.8798 -3.9645 3.6621 0.00 0.05 -0.12 0.428
H -5.6417 -1.9523 4.6362 0.04 0.10 -0.07 0.520
H -5.4093 -1.5303 2.9539 0.20 0.19 0.04 0.278
H -3.7830 -0.4720 4.6312 0.23 0.05 -0.14 0.471
H -3.2250 -2.0828 5.0308 -0.07 0.08 0.02 0.313
H -2.9785 -2.0033 2.2304 0.31 -0.35 0.12 -0.277
H -1.6326 -1.9263 3.4123 -0.03 -0.19 -0.26 0.375
H -3.0401 0.6366 2.8677 -0.06 -0.07 -0.21 0.473
H -2.2093 -0.0203 1.4641 0.27 0.15 0.02 0.462
H -0.7928 0.2449 4.1949 -0.14 0.17 0.05 0.265
H -0.9860 1.6347 3.0610 0.09 -0.01 0.40 0.504
H 0.0522 0.3312 1.2717 0.28 -0.01 -0.04 0.005
H 0.4555 -0.9448 2.4393 0.17 0.03 -0.27 0.189
H 1.2539 1.8140 3.2913 0.12 0.04 -0.06 0.496
H 2.1156 0.2823 3.4594 0.03 0.19 0.05 0.315
H 3.5233 1.0893 1.8780 0.04 -0.06 -0.30 0.384
H 2.2624 0.6763 0.7044 0.04 -0.25 0.19 0.481
H 1.5338 3.2546 1.6065 0.05 0.07 -0.19 0.400
H 3.2986 3.3091 1.5829 -0.15 0.11 -0.04 0.281
H 1.4366 4.5915 -1.4328 0.07 -0.19 -0.11 -0.423
H 4.8586 2.2680 -2.0124 0.18 0.15 -0.28 0.587
H 5.1243 3.7490 -1.0779 0.03 -0.10 -0.09 0.310
H 6.9717 3.0213 -2.8005 0.09 -0.11 -0.04 0.444
H 9.3383 1.7158 -5.3836 0.05 0.01 0.08 0.392
H 9.2183 2.2739 -3.7038 0.06 -0.21 0.10 0.352
H 8.5761 0.6614 -4.1964 0.21 0.04 0.22 0.277
H 7.4092 1.7286 -6.8531 -0.18 0.06 -0.20 0.358
H 5.1958 2.7527 -7.3555 -0.10 0.03 0.04 0.352
H 3.1762 3.4757 -6.6758 0.08 -0.01 0.05 0.530
H 1.4009 3.7967 -5.2245 0.11 -0.21 -0.08 0.421
H 2.5923 3.3951 -3.9478 -0.20 -0.24 -0.14 -0.443
H 2.2507 5.0496 -4.3627 -0.01 -0.19 0.15 0.323
H 4.2031 5.3878 -7.3903 0.04 0.11 0.08 0.421
H 2.8872 6.0981 -6.4620 0.06 0.05 0.17 0.410
H 4.5650 5.9988 -5.7926 -0.28 0.15 0.16 0.325
C -2.9487 -3.3410 -1.5593 -0.26 -0.07 0.16 -1.026
C -1.9925 -3.4388 -0.3956 0.20 0.03 0.12 0.966
O -2.3722 -3.7780 0.7044 -0.12 -0.11 -0.09 -0.568
C -0.5535 -3.0937 -0.6648 0.02 -0.06 0.29 -0.819
H -3.9501 -3.6146 -1.2299 0.02 0.01 0.02 0.323
H -2.9667 -2.3191 -1.9412 0.11 -0.04 -0.12 0.307
H -2.6345 -4.0203 -2.3526 0.10 0.14 -0.08 0.118
H -0.4726 -2.0603 -1.0088 0.06 -0.04 -0.15 0.110
H -0.1486 -3.7669 -1.4205 -0.04 0.20 -0.10 0.355
H 0.0203 -3.2035 0.2534 -0.04 0.04 0.03 0.270
C 5.3696 8.9326 -1.1701 -0.10 0.27 -0.04 -1.163
C 4.5284 8.3523 -2.2846 -0.09 -0.09 -0.12 0.628
O 3.8098 9.0598 -2.9560 0.07 0.05 0.05 -0.589
C 4.6316 6.8676 -2.5124 -0.19 0.42 -0.13 -0.308
H 5.2039 10.0071 -1.1115 -0.01 -0.02 -0.02 0.327
H 5.0905 8.4778 -0.2185 0.13 -0.10 -0.01 0.302
H 6.4269 8.7463 -1.3657 0.00 -0.13 0.11 0.316
H 4.3239 6.3302 -1.6147 0.13 -0.09 0.00 0.198
H 5.6586 6.5992 -2.7648 0.02 -0.11 0.16 0.270
H 3.9816 6.5755 -3.3310 -0.02 -0.02 0.02 -0.026
C -0.8309 -4.8659 -5.6448 0.08 0.21 0.12 -1.172
C -0.6833 -5.5365 -4.3019 0.05 0.07 0.04 0.855
O -0.2950 -4.9270 -3.3331 -0.04 -0.13 -0.11 -0.507
C -1.0420 -7.0003 -4.2196 0.06 0.01 0.24 -1.189
H -0.5409 -3.8209 -5.5606 0.00 -0.01 0.02 0.302
H -0.1878 -5.3543 -6.3786 -0.12 -0.07 -0.07 0.369
H -1.8689 -4.9205 -5.9772 0.03 -0.12 -0.10 0.320
H -0.4078 -7.5782 -4.8936 -0.12 -0.01 -0.11 0.367
H -2.0887 -7.1440 -4.4925 0.04 -0.06 -0.14 0.327
H -0.8903 -7.3530 -3.2017 0.00 0.02 0.00 0.298
C -10.8926 -6.9910 5.4547 0.18 0.01 -0.16 -1.024
C -11.7227 -6.2609 4.4272 0.07 0.03 -0.09 0.859
O -11.2570 -5.9287 3.3633 -0.18 -0.07 0.02 -0.531
C -13.1582 -5.9638 4.7889 -0.01 0.11 -0.21 -1.155
H -9.8865 -7.1376 5.0678 -0.01 0.02 -0.01 0.213
H -10.8367 -6.4058 6.3740 -0.10 -0.10 0.07 0.308
H -11.3357 -7.9647 5.6701 -0.06 0.05 0.14 0.363
H -13.1966 -5.3360 5.6807 -0.04 -0.13 0.09 0.326
H -13.6965 -6.8943 4.9762 0.01 0.03 0.16 0.333
H -13.6366 -5.4379 3.9656 0.02 0.00 0.00 0.304
C 4.4325 2.6520 4.9188 -0.15 -0.05 -0.18 -0.619
C 5.6074 2.4931 3.9845 -0.13 -0.01 -0.07 0.820
O 5.4471 2.2231 2.8203 0.24 0.01 0.01 -0.454
C 6.9875 2.6875 4.5704 0.09 -0.04 -0.21 -1.295
H 3.5092 2.4865 4.3664 0.03 0.00 -0.03 -0.086
H 4.4976 1.9232 5.7291 0.05 0.11 0.10 0.338
H 4.4206 3.6606 5.3362 0.05 -0.05 0.14 0.339
H 7.1616 1.9606 5.3657 -0.02 0.11 0.11 0.332
H 7.0837 3.6972 4.9731 -0.01 -0.06 0.15 0.334
H 7.7334 2.5449 3.7912 -0.03 0.00 -0.01 0.309
```
Forces are in eV/Å.

***

Entry from the OMol25 dataset: a molecular structure, H6KO3 (the ωB97M-V functional and the def2-TZVPD basis).

## Properties
Strongest force on any atom ... 0.51 eV/A
HOMO ... -15.7 eV
Charge ... +1

Geometry as XYZ:
```
10
Properties=species:S:1:pos:R:3:forces:R:3:mulliken_charge:R:1
K -5.3713 -14.7179 -14.0554 0.06 0.18 -0.03 0.903
O -3.8824 -16.9840 -14.6313 0.10 -0.13 -0.01 -0.547
H -2.9201 -17.0638 -14.5806 -0.19 -0.04 0.00 0.296
H -4.1782 -17.8776 -14.8611 0.02 0.23 0.04 0.297
O -2.7070 -13.6339 -14.1300 -0.11 -0.27 0.12 -0.600
H -2.1247 -13.0528 -13.6202 -0.16 -0.08 -0.13 0.318
H -2.1848 -14.4290 -14.2957 0.11 0.26 -0.01 0.313
O -6.2520 -12.4104 -15.4951 0.36 -0.26 -0.25 -0.612
H -5.4645 -12.4452 -16.0586 -0.19 0.24 0.07 0.334
H -6.8584 -11.8334 -15.9793 0.00 -0.12 0.20 0.297
```
Forces are in eV/Å.

***

Entry from the OMol25 dataset: 2 unconnected molecules or ions with the total composition CHN4O at a distorted geometry (the ωB97M-V functional and the def2-TZVPD basis).

## Properties
Strongest force on any atom ... 2.95 eV/A
HOMO ... -2.9 eV
Charge ... -1

Geometry as XYZ:
```
7
Properties=species:S:1:pos:R:3:forces:R:3:mulliken_charge:R:1
C 0.8902 0.7477 -0.0681 0.54 0.71 -0.07 0.086
N -2.9863 1.4073 0.1166 0.11 0.22 0.78 -0.679
N -2.2926 0.4806 0.0493 -1.07 1.72 0.44 0.559
N 1.4156 1.7570 -0.1981 0.24 0.32 -0.02 -0.442
N -1.7944 -0.4807 -0.4453 0.01 -1.64 -2.45 -0.085
O -0.9088 -1.3386 0.0063 0.97 -0.32 1.28 -0.729
H 0.3897 -0.2061 0.0397 -0.79 -1.02 0.05 0.290
```
Forces are in eV/Å.